Entry 1:
Entry from OMol25: an isolated molecule of C3H9N3S2 in a non-equilibrium geometry (ωB97M-V with the def2-TZVPD basis set).

Gap between HOMO and LUMO = 8.97 eV
Largest force on an atom = 2.2 eV/Å
SMILES = CN(C)NC(=S)NS
Relative energy (zero: lowest compared OMol25 entry of this formula, charge and spin) = 0.808 eV
E = -1080.28736 hartree

Atoms and positions in Å:
C (0.42340, -0.39329, -1.86116)
N (-0.70219, -0.41360, -0.94868)
C (-1.49060, 0.78918, -0.78282)
N (-0.42232, -1.07934, 0.30165)
C (0.17324, -0.59512, 1.41329)
S (0.00403, -1.38818, 2.83338)
N (0.82974, 0.60436, 1.22892)
S (1.64251, 1.42218, 2.57742)
H (0.76595, -1.43348, -1.93261)
H (1.25703, 0.23712, -1.53957)
H (0.09890, -0.07186, -2.84966)
H (-0.88450, 1.65307, -0.57420)
H (-1.99671, 0.97955, -1.71574)
H (-2.22249, 0.69016, 0.00320)
H (-0.89995, -1.93835, 0.43589)
H (1.21301, 0.67378, 0.32484)
H (2.21096, 0.26381, 3.08586)


Entry 2:
Entry from OMol25: a cluster of 5 separate species, C21H42BClF4NO16S4 in total (ωB97M-V with the def2-TZVPD basis set).

Gap between HOMO and LUMO = 7.80 eV
Largest force on an atom = 0.9 eV/Å
E = -4561.37824 hartree
Charge = -1

Atoms and positions in Å:
C (0.64240, -0.41698, -0.17007)
C (1.44966, -1.62706, 0.35070)
C (1.35131, -1.91397, 1.85149)
Cl (-0.38546, -1.86448, 2.34610)
B (2.11049, -3.31842, 2.37291)
C (2.79966, -2.92833, 3.83335)
C (1.90645, -2.32511, 4.84008)
O (1.96427, -1.21151, 5.27355)
F (0.94617, -3.15254, 5.29981)
C (3.35041, -3.64871, 1.31551)
C (4.33274, -4.66190, 1.74235)
O (4.44528, -5.80444, 1.42847)
F (5.24534, -4.14557, 2.63278)
N (1.02735, -4.48771, 2.49839)
C (0.66564, -5.09635, 1.30716)
O (-0.28568, -4.90140, 0.63797)
F (1.56458, -6.02903, 0.90410)
C (1.20912, -5.42319, 3.51811)
O (0.38393, -5.83997, 4.25294)
F (2.48248, -5.85379, 3.64478)
H (0.04840, -0.70376, -1.03194)
H (1.33133, 0.35167, -0.53188)
H (0.03518, 0.04546, 0.59825)
H (1.14380, -2.51690, -0.20214)
H (2.49711, -1.45256, 0.10193)
H (1.79007, -1.05979, 2.37091)
H (3.35824, -3.75145, 4.27964)
H (3.52123, -2.14635, 3.60523)
H (3.03004, -3.93624, 0.31642)
H (3.90079, -2.71143, 1.21387)
O (1.51687, 0.71697, -5.45612)
S (0.91034, 1.32389, -4.31039)
O (0.19169, 0.52963, -3.37034)
O (-0.01673, 2.52075, -4.80804)
C (-0.98997, 2.21599, -5.82890)
C (-2.19845, 1.48333, -5.28166)
C (2.09364, 2.29784, -3.44927)
H (-0.50738, 1.65300, -6.62919)
H (-1.27878, 3.18459, -6.23253)
H (-1.93667, 0.48318, -4.94078)
H (-2.95761, 1.39400, -6.05940)
H (-2.62036, 2.02218, -4.43383)
H (2.61524, 2.93076, -4.16139)
H (2.78215, 1.60299, -2.97393)
H (1.57616, 2.88784, -2.69804)
O (-0.42764, 2.02775, 2.25483)
S (-1.06610, 2.67160, 3.35699)
O (-1.80034, 1.92127, 4.32215)
O (-1.99407, 3.83873, 2.78822)
C (-2.94048, 3.47452, 1.75607)
C (-4.15372, 2.75273, 2.30519)
C (0.09986, 3.69216, 4.19141)
H (-2.43768, 2.88078, 0.99115)
H (-3.23681, 4.42020, 1.30454)
H (-3.88905, 1.77018, 2.69266)
H (-4.89218, 2.62286, 1.51379)
H (-4.60049, 3.32347, 3.11912)
H (0.63162, 4.29148, 3.45791)
H (0.78378, 3.02159, 4.70712)
H (-0.42938, 4.31748, 4.90531)
O (3.52130, -6.56138, -3.74393)
S (2.37686, -7.13971, -4.37566)
O (1.21845, -6.34398, -4.62988)
O (1.96467, -8.45656, -3.59929)
C (1.77266, -8.37684, -2.16036)
C (0.45706, -7.74018, -1.77252)
C (2.86659, -7.92271, -5.87545)
H (2.61747, -7.85450, -1.71035)
H (1.81160, -9.41260, -1.82946)
H (0.43422, -6.68090, -2.02145)
H (0.31045, -7.83152, -0.69775)
H (-0.37335, -8.22182, -2.29058)
H (3.72826, -8.55314, -5.67679)
H (3.12385, -7.13066, -6.57467)
H (2.03088, -8.50474, -6.25332)
O (-2.87431, 8.14034, -0.40129)
S (-3.05890, 8.04301, 1.01405)
O (-4.07632, 7.19289, 1.54797)
O (-3.24362, 9.50931, 1.60143)
C (-4.24622, 10.34816, 0.98749)
C (-5.65335, 9.98624, 1.41728)
C (-1.52971, 7.66654, 1.79467)
H (-4.13356, 10.30757, -0.09672)
H (-3.99478, 11.35670, 1.30882)
H (-5.94535, 9.00787, 1.03956)
H (-6.35605, 10.72653, 1.03410)
H (-5.72572, 9.95754, 2.50406)
H (-0.76636, 8.33844, 1.41338)
H (-1.29474, 6.63364, 1.54455)
H (-1.65175, 7.77454, 2.86871)


The lowest E belongs to which entry?
C21H42BClF4NO16S4


Which value of E does entry 1 give?
-1080.28736 hartree


What is the formula in the first record?
C3H9N3S2


Which of these has the highest gap between HOMO and LUMO?
C3H9N3S2